Density functional theory data (the ωB97M-V functional and the def2-TZVPD basis) for C18H41MnN4O6P as an isolated structure at a distorted geometry.

Atoms and positions in Å:
O1 1.86114 4.14816 -2.19746
H1 2.33916 4.81476 -2.71743
Mn1 1.05559 0.96729 -1.43285
N1 -0.06399 2.30791 -0.61388
N2 1.99792 1.27277 0.31957
N3 -0.34585 0.03381 -2.31636
N4 1.79550 -0.84897 -1.48824
O2 -1.28494 2.55196 -0.96533
O3 -1.59368 0.51736 -2.50064
O4 2.73678 -1.36459 -0.69173
O5 2.91473 0.53283 0.88243
C1 1.66152 2.43739 0.94547
C2 0.50410 3.04157 0.39907
C3 -0.04456 -1.16661 -2.86175
C4 1.16929 -1.70585 -2.33305
C5 -0.02771 4.37725 0.72342
H2 0.06422 5.04130 -0.14949
H3 0.54007 4.81791 1.54824
H4 -1.08329 4.31382 1.01648
C6 2.49456 2.93820 2.05681
H5 3.52846 3.09641 1.72419
H6 2.51118 2.22664 2.89016
H7 2.10131 3.88727 2.42401
C7 -0.92677 -1.85495 -3.82568
C8 1.65893 -3.07293 -2.59666
H8 -1.55379 -1.12992 -4.35236
H9 -1.56776 -2.58021 -3.30834
H10 -0.32187 -2.40402 -4.55474
H11 2.58090 -3.28049 -2.04679
H12 1.85383 -3.19262 -3.66673
H13 0.90693 -3.81806 -2.31204
H14 -1.56740 1.39349 -1.94311
H15 2.89788 -0.53522 0.03626
C9 2.49599 1.88376 -2.49844
H16 2.43805 3.12102 -2.31048
H17 2.31203 1.69712 -3.56224
H18 3.47109 1.47555 -2.19702
O6 0.30734 2.41947 -3.19944
H19 0.78368 3.29162 -2.96051
H20 -0.19058 2.52470 -4.02329
C10 0.08191 -3.52959 0.45776
C11 -1.18061 -2.65488 0.48458
C12 -2.28272 -3.34959 1.28471
P1 -0.75588 -0.89006 0.93638
C13 -2.27872 0.21007 0.94342
C14 -3.63173 -0.49334 0.92830
C15 -2.20951 1.29007 2.02945
C16 -0.13352 -0.91241 2.68055
C17 -1.12517 -1.41550 3.72884
C18 1.21900 -1.61750 2.81100
H21 0.97463 -2.98016 0.13398
H22 0.27755 -3.98071 1.43959
H23 -0.07351 -4.35800 -0.24860
H24 -1.53023 -2.53702 -0.56032
H25 -2.11280 -3.28401 2.36462
H26 -3.27799 -2.95837 1.06076
H27 -2.28683 -4.41419 1.01454
H28 -2.17349 0.73142 -0.02668
H29 -3.82683 -1.02384 1.87105
H30 -4.41433 0.27174 0.81538
H31 -3.71985 -1.18446 0.08084
H32 -1.27871 1.86827 1.95655
H33 -3.04869 1.98351 1.87829
H34 -2.29492 0.86224 3.03662
H35 0.05520 0.15979 2.87021
H36 -1.05998 -2.50264 3.86062
H37 -0.85512 -0.96825 4.69666
H38 -2.16726 -1.14170 3.53151
H39 1.93543 -1.26678 2.05966
H40 1.64029 -1.38422 3.79789
H41 1.12440 -2.70677 2.74181

Atoms 1-6, force components in eV/Å:
O -0.192 2.617 -0.223
H -0.325 -0.042 0.263
Mn 1.353 0.760 0.938
N -0.970 0.028 -0.473
N 0.091 -0.496 0.365
N -1.013 -3.544 -1.874

The value obtained for the HOMO energy (alpha / beta) is -6.09 / -7.10 eV. For the LUMO energy (alpha / beta), the calculation gives -0.98 / -1.32 eV. As for the electronic energy: -78175.0702 eV. As for the multiplicity: 6.

Density functional theory data (the ωB97M-V functional and the def2-TZVPD basis) for C18H41N2OP3STi as an isolated structure at a distorted geometry.

Atoms and positions in Å:
Ti1 -0.00796 -0.06636 0.89954
P1 2.12048 1.03736 1.77876
P2 -1.87872 1.64298 0.96997
P3 0.59291 1.22290 -1.20919
H1 -1.03364 -2.56115 1.91274
C1 -0.64740 -2.33879 0.90681
C2 0.74892 -2.22411 0.70990
H2 1.46953 -2.35697 1.53758
C3 2.68029 0.44433 3.42056
C4 1.97271 2.80711 2.22707
C5 3.72062 0.94473 0.90732
C6 -3.42977 0.97019 0.28673
C7 -2.41909 1.98937 2.67949
C8 -1.82020 3.38351 0.39198
C9 1.89172 0.38277 -2.19575
C10 1.28385 2.92173 -1.13525
C11 -0.69959 1.49526 -2.48100
H3 -1.33473 -2.65807 0.10653
H4 1.23751 -2.29866 -0.27222
H5 2.62676 -0.64844 3.49343
H6 2.09512 0.89649 4.23391
H7 3.72957 0.74857 3.54129
H8 1.20264 2.92501 3.00179
H9 1.70681 3.42991 1.36922
H10 2.93622 3.13808 2.63376
H11 3.88028 -0.07656 0.53761
H12 4.50122 1.18330 1.64117
H13 3.78663 1.64494 0.06931
H14 -4.24956 1.67520 0.48232
H15 -3.64613 0.01470 0.78339
H16 -3.33681 0.79183 -0.79134
H17 -3.20892 2.74890 2.62512
H18 -1.59060 2.39677 3.27273
H19 -2.81853 1.09212 3.16596
H20 -2.70293 3.90445 0.79167
H21 -1.82322 3.46074 -0.70076
H22 -0.92583 3.87751 0.79417
H23 1.85094 0.81126 -3.20676
H24 1.70827 -0.69590 -2.25958
H25 2.88471 0.56259 -1.76613
H26 1.39606 3.28446 -2.16582
H27 2.26621 2.93511 -0.65042
H28 0.60349 3.60189 -0.60937
H29 -0.23978 1.31467 -3.45878
H30 -1.07094 2.52390 -2.45514
H31 -1.53224 0.79741 -2.35710
C12 -0.89902 -2.87746 -3.66732
C13 -1.87909 -2.71987 -4.67483
C14 -1.82247 -3.49662 -5.82970
C15 -0.79274 -4.43055 -6.00986
C16 0.17967 -4.58638 -5.01339
C17 0.14426 -3.81280 -3.83861
S1 -1.07631 -1.81703 -2.27928
H32 0.02119 -2.16656 -1.52590
H33 -2.64906 -1.96009 -4.53360
H34 -2.58453 -3.33857 -6.59734
H35 -0.73409 -5.01327 -6.93766
H36 0.98845 -5.30290 -5.17318
H37 0.91508 -3.89945 -3.07279
N1 -0.40467 -2.09731 4.27048
C18 -0.45613 -0.78838 3.99596
N2 -0.68257 0.03724 5.02972
O1 -0.28539 -0.31614 2.82053
H38 -0.62614 -2.40082 5.20853
H39 -0.32439 -2.78454 3.53391
H40 -0.70171 1.03397 4.87268
H41 -0.80719 -0.33949 5.96440

Atoms 1-6, force components in eV/Å:
Ti -0.182 0.588 1.894
P 1.682 0.713 1.145
P -1.898 1.370 0.370
P 0.668 0.869 -1.646
H 0.024 0.550 -0.736
C 1.735 -1.527 -0.300

Its energy above the lowest of the compared OMol25 structures with the same formula, charge and spin is 126.7 kJ/mol. The value obtained for the HOMO energy (alpha / beta) is -18.54 / -18.54 eV. Its net charge is +4. For the LUMO energy (alpha / beta), the calculation gives -15.71 / -15.71 eV. As for the electronic energy: -86134.2646 eV.

Density functional theory data (the ωB97M-V functional and the def2-TZVPD basis) for C18H41N2OP3SZr as an isolated structure at a distorted geometry.

Atoms and positions in Å:
Zr1 0.37127 0.03423 -0.25310
P1 2.28897 0.62107 -1.55257
P2 1.69594 0.66173 2.26305
P3 -1.08820 -1.53304 -1.92779
H1 -1.32449 1.09452 3.39940
C1 -2.04291 0.33804 3.07860
C2 -1.58157 -0.90888 2.88259
H2 -0.56063 -1.23663 3.22506
C3 2.41821 2.35848 -2.06733
C4 3.93570 0.30501 -0.87958
C5 2.32006 -0.30425 -3.10269
C6 1.21949 0.64545 4.07235
C7 3.15200 -0.44227 2.51306
C8 2.61232 2.27425 2.17563
C9 -2.73368 -2.20048 -1.51291
C10 -0.19534 -3.06231 -2.39342
C11 -1.52730 -0.72941 -3.50585
H3 -2.92051 0.83227 2.63239
H4 -1.89645 -1.43996 1.94621
H5 3.31914 2.42500 -2.69159
H6 2.52353 3.01369 -1.19099
H7 1.53648 2.67771 -2.64499
H8 4.61689 0.59214 -1.67688
H9 4.05486 -0.75559 -0.65062
H10 4.13093 0.90844 0.00317
H11 3.11265 0.15230 -3.71014
H12 1.37121 -0.25754 -3.64501
H13 2.58373 -1.35896 -2.92076
H14 1.81664 1.43092 4.57443
H15 1.47665 -0.34000 4.50929
H16 0.14595 0.83224 4.21521
H17 3.95706 0.15060 2.97715
H18 3.56608 -0.89810 1.59663
H19 2.91232 -1.25510 3.22688
H20 3.21485 2.33526 3.09928
H21 1.87576 3.09465 2.12313
H22 3.27845 2.29362 1.29999
H23 -3.34945 -2.09834 -2.42829
H24 -3.21576 -1.64484 -0.69117
H25 -2.61886 -3.25564 -1.21376
H26 -0.72912 -3.46665 -3.24869
H27 -0.23738 -3.74058 -1.54432
H28 0.84993 -2.87779 -2.64538
H29 -2.25412 -1.42785 -3.98015
H30 -0.63515 -0.57596 -4.15099
H31 -2.02573 0.25398 -3.35211
C12 -3.18524 1.92464 -0.36369
C13 -3.30250 3.02568 -1.27642
C14 -4.52091 3.69391 -1.38550
C15 -5.61219 3.37369 -0.56406
C16 -5.45627 2.40539 0.43453
C17 -4.25028 1.71432 0.56394
S1 -1.90534 0.91674 -0.55722
H32 0.60649 1.57184 0.87863
H33 -2.46274 3.23091 -1.95440
H34 -4.65920 4.47381 -2.14939
H35 -6.56708 3.87876 -0.73536
H36 -6.29033 2.17495 1.10896
H37 -4.13355 0.92779 1.30990
N1 2.29588 -3.33618 0.13595
C18 1.34825 -2.90658 1.00693
N2 1.10883 -3.60452 2.11369
O1 0.66904 -1.85001 0.76974
H38 2.79018 -4.17895 0.40191
H39 2.20408 -3.04304 -0.84369
H40 0.18556 -3.51743 2.56934
H41 1.71688 -4.39113 2.30380

Atoms 1-6, force components in eV/Å:
Zr -3.047 -2.277 3.714
P 3.598 1.553 -2.385
P 2.105 0.718 1.351
P -0.430 -0.797 -0.995
H -0.782 -0.203 1.128
C 1.138 0.534 -1.046

Its energy above the lowest of the compared OMol25 structures with the same formula, charge and spin is 153.2 kJ/mol. The value obtained for the HOMO energy (alpha / beta) is -19.94 / -19.94 eV. Its net charge is +4. For the LUMO energy (alpha / beta), the calculation gives -15.54 / -15.54 eV. As for the electronic energy: -64297.3488 eV.

Density functional theory data (the ωB97M-V functional and the def2-TZVPD basis) for C18H41O2P3Tc as an isolated structure at a distorted geometry.

Atoms and positions in Å:
Tc1 0.29716 0.17112 0.50165
P1 0.67165 -1.81456 -0.51746
P2 2.03093 0.00697 1.94019
P3 -2.18780 0.26351 0.77819
H1 2.34896 2.13104 -0.10497
C1 1.28479 1.93537 -0.32841
C2 0.31904 2.37521 0.67154
H2 0.68578 2.73836 1.65292
C3 1.85730 -1.89507 -1.91964
C4 1.31913 -3.19479 0.49593
C5 -0.84248 -2.65457 -1.14912
C6 2.50186 1.42016 3.00413
C7 2.25916 -1.31897 3.19014
C8 3.57953 -0.21497 0.94378
C9 -2.74091 1.74350 1.68305
C10 -3.06332 -1.12851 1.58365
C11 -3.27256 0.38884 -0.70393
H3 1.01759 2.16100 -1.37483
H4 -0.55710 2.95566 0.35620
H5 1.62347 -2.80519 -2.48580
H6 2.87114 -1.97674 -1.50037
H7 1.82264 -1.02619 -2.58904
H8 1.22379 -4.11062 -0.10404
H9 0.72833 -3.31794 1.41259
H10 2.37917 -3.06704 0.75494
H11 -0.50275 -3.57025 -1.65440
H12 -1.42509 -2.04591 -1.85680
H13 -1.47911 -2.93456 -0.29744
H14 3.41036 1.15825 3.56214
H15 1.70623 1.66014 3.71963
H16 2.71405 2.30799 2.40245
H17 3.32607 -1.38564 3.43915
H18 1.92673 -2.28819 2.81209
H19 1.69333 -1.08776 4.09859
H20 4.42512 0.08661 1.57938
H21 3.55807 0.41133 0.04345
H22 3.70979 -1.26369 0.64130
H23 -3.83217 1.83750 1.61857
H24 -2.29224 2.63301 1.23520
H25 -2.43957 1.70035 2.73480
H26 -4.14501 -1.06690 1.38661
H27 -2.88135 -1.10483 2.66303
H28 -2.69039 -2.08165 1.19140
H29 -4.24495 0.80923 -0.41260
H30 -3.42159 -0.61027 -1.13038
H31 -2.81604 1.02433 -1.47243
C12 -0.64644 1.02679 -3.42463
C13 0.17891 0.36284 -4.34918
C14 0.17301 0.78930 -5.68492
C15 -0.66257 1.84420 -6.08503
C16 -1.49134 2.48964 -5.15615
C17 -1.49226 2.07647 -3.82412
O1 -0.76707 0.61967 -2.11788
H32 0.12263 0.26565 -1.62650
H33 0.77050 -0.49128 -4.04032
H34 0.81468 0.27243 -6.39430
H35 -0.64931 2.18045 -7.12530
H36 -2.11833 3.32459 -5.45435
H37 -2.09795 2.57173 -3.06540
C18 -0.81040 0.09256 4.51380
O2 -0.65728 -0.70591 3.33649
H38 -1.29223 1.02671 4.20872
H39 0.17303 0.34630 4.93965
H40 -1.45758 -0.40403 5.25912
H41 -0.54671 -1.64276 3.59529

Atoms 1-6, force components in eV/Å:
Tc -1.358 1.575 1.191
P 0.263 -4.120 -1.820
P 3.497 -0.687 3.247
P -2.592 0.391 0.734
H -0.480 -0.790 -0.021
C -1.330 2.168 1.229

The value obtained for the HOMO energy (alpha / beta) is -21.87 / -21.82 eV. Its net charge is +4. For the LUMO energy (alpha / beta), the calculation gives -15.68 / -15.55 eV. As for the electronic energy: -53444.5988 eV. As for the multiplicity: 4.

- Look up the electronic energy of the fourth one.
  -53444.5988 eV

- Look up the electronic energy of the third one.
  -64297.3488 eV

- What is the electronic energy in the fourth record?
  -53444.5988 eV